[1]
{"formula": "C17H28N2O4PS3", "method": "wB97M-V/def2-TZVPD", "e_lumo_ev": -4.12, "gap_ev": 7.556, "energy_ev": -71040.9063, "charge": 1, "species": ["S", "P", "C", "C", "N", "C", "C", "C", "C", "C", "C", "N", "C", "H", "H", "H", "H", "H", "H", "H", "H", "H", "H", "H", "H", "C", "C", "C", "S", "O", "O", "C", "H", "H", "H", "H", "H", "H", "H", "H", "C", "C", "C", "S", "O", "O", "C", "H", "H", "H", "H", "H", "H", "H", "H"], "xyz": [[3.6463, -2.2254, 0.0716], [3.2564, -0.5350, -0.7771], [2.5056, 0.6607, 0.4037], [2.1333, 1.8949, -0.3190], [0.9446, 2.2907, -0.1318], [0.1499, 1.4468, 0.7573], [-1.1414, 0.8893, 0.1896], [-1.4505, 1.0580, -1.1286], [-2.5946, 0.4822, -1.6347], [-3.3539, -0.2363, -0.7415], [-2.9666, -0.3164, 0.5692], [-1.8662, 0.2309, 1.0859], [1.1230, 0.2389, 0.9561], [4.3577, 0.1316, -1.3458], [2.2780, -0.6515, -1.7844], [3.1109, 0.8443, 1.2874], [2.8637, 2.3772, -0.9510], [0.6000, 3.1448, -0.5530], [-0.0137, 1.8932, 1.7300], [-0.8074, 1.6256, -1.7778], [-2.8755, 0.5501, -2.6673], [-4.2487, -0.7364, -1.0607], [-3.5943, -0.8640, 1.2542], [1.1574, -0.1821, 1.9474], [0.7077, -0.5789, 0.3728], [-1.8957, -3.3541, -5.1323], [-1.4569, -2.9763, -6.5538], [-1.8331, -1.5052, -6.7759], [-1.8036, -0.7334, -5.1560], [-3.1406, -0.3173, -4.8040], [-0.6937, 0.1860, -5.0692], [-1.4126, -2.2189, -4.2348], [-1.4807, -4.3108, -4.8211], [-2.9840, -3.4283, -5.0860], [-0.3762, -3.0985, -6.6456], [-1.9223, -3.6140, -7.3024], [-1.1275, -0.9889, -7.4211], [-2.8416, -1.4004, -7.1708], [-1.9079, -2.1848, -3.2663], [-0.3311, -2.2502, -4.1045], [1.6138, 1.8962, 6.9675], [0.4776, 0.9008, 6.6908], [0.3155, 0.8012, 5.1675], [1.9343, 1.1628, 4.4776], [1.8471, 2.3856, 3.7053], [2.4880, -0.0309, 3.8812], [2.7511, 1.5054, 6.0274], [1.9331, 1.8675, 8.0071], [1.2798, 2.9119, 6.7460], [0.7415, -0.0767, 7.0973], [-0.4534, 1.2099, 7.1615], [0.0107, -0.1918, 4.8461], [-0.3812, 1.5451, 4.7850], [3.4905, 2.2894, 5.8814], [3.2376, 0.5855, 6.3495]], "atomic_forces_ev_per_a": [[0.0090, 0.2505, -0.1879], [0.3003, -1.6372, 1.0094], [-1.5581, 0.4598, -0.1012], [1.4890, -0.3384, 0.4782], [-0.4389, 0.5660, -0.1755], [0.3509, -1.8212, 0.8206], [0.7562, 1.1100, 0.7751], [0.0869, 0.2543, -0.8400], [-0.0784, -0.2286, 0.2078], [-0.3688, -0.0695, -0.6333], [-0.0954, -0.3847, 1.1271], [-0.2424, 0.0211, -0.6335], [-0.4166, -0.7852, -0.7219], [-0.2594, 0.2893, -0.1279], [0.0779, 0.5508, -0.1251], [0.8005, 0.1848, -0.2072], [-0.2861, 0.6245, -0.2233], [-0.1877, 0.0399, -0.0400], [-0.0607, 0.6776, -0.0337], [0.1647, 0.1023, -0.2155], [-0.0524, 0.1462, -0.3490], [-0.2753, -0.0979, -0.0456], [-0.0247, -0.0976, 0.2410], [0.1778, 0.3889, 0.3997], [0.1165, -0.1939, -0.3207], [-0.0356, 0.0568, -0.1017], [0.0254, 0.0037, 0.0967], [0.0113, -0.2430, -0.2348], [0.2391, -0.3703, -0.1163], [0.0686, 0.1921, 0.0593], [-0.1495, 0.2140, 0.1867], [-0.0479, -0.2883, 0.0431], [-0.0008, -0.0056, 0.0104], [-0.0022, 0.0014, 0.0332], [0.0042, 0.0109, 0.0083], [-0.0049, 0.0110, -0.0185], [-0.0381, 0.1333, 0.0460], [-0.0310, 0.0753, 0.0821], [-0.0017, 0.1268, -0.0069], [0.0096, 0.0544, -0.0115], [-0.1328, -0.0142, -0.0968], [0.0955, 0.0126, 0.0283], [-0.2023, -0.0484, 0.2617], [-0.0648, -0.1328, 0.5011], [0.0281, -0.1238, -0.3724], [0.0586, 0.1713, -0.3304], [-0.0019, 0.1466, 0.2635], [0.0166, 0.0012, 0.0026], [0.0360, 0.0159, 0.0109], [0.0127, -0.0052, -0.0143], [-0.0140, -0.0040, -0.0132], [0.0494, 0.0218, -0.1292], [0.0723, 0.0398, -0.0619], [0.0113, -0.0299, -0.1307], [0.0038, -0.0353, -0.0730]]}



[2]
{"formula": "C17H28NO5PtSi2Te", "method": "wB97M-V/def2-TZVPD", "e_lumo_ev": [2.50, 1.66], "gap_ev": [6.308, 6.288], "energy_ev": -56108.7045, "charge": -1, "s_squared": 2.01, "spin_multiplicity": 3, "species": ["Pt", "O", "C", "O", "C", "C", "C", "C", "C", "N", "C", "O", "O", "H", "H", "H", "C", "Si", "C", "C", "C", "Te", "C", "Si", "C", "C", "C", "H", "H", "H", "H", "H", "H", "H", "H", "H", "H", "H", "H", "H", "H", "H", "H", "H", "H", "H", "H", "H", "H", "C", "C", "O", "H", "H", "H"], "xyz": [[2.0073, 0.7037, 0.1199], [1.2298, -2.9505, -1.3324], [1.8026, -1.8676, -1.3826], [1.2335, -0.7458, -1.5930], [3.2929, -1.7619, -1.1497], [4.2035, -2.7611, -1.4569], [5.5480, -2.5278, -1.2094], [5.9295, -1.3175, -0.6480], [4.9520, -0.3793, -0.3419], [3.6721, -0.6037, -0.6081], [5.2736, 0.9831, 0.3183], [6.4530, 1.2372, 0.5488], [4.2788, 1.7049, 0.5613], [3.8414, -3.6851, -1.8826], [6.2851, -3.2822, -1.4528], [6.9614, -1.0800, -0.4367], [-2.0908, 2.9438, 0.2050], [-1.4091, 2.2058, -1.4164], [-2.5446, 2.7944, -2.8559], [0.3778, 2.7868, -1.7096], [-1.5438, 0.3117, -1.4750], [-0.5984, -0.7049, 0.1668], [-2.4187, -0.4167, 1.3591], [-3.2467, -2.1087, 1.4633], [-3.5912, -2.7648, -0.2989], [-4.9115, -2.0138, 2.4070], [-2.0827, -3.3144, 2.3718], [-2.0322, 4.0283, 0.2027], [-1.5152, 2.5780, 1.0484], [-3.1292, 2.6733, 0.3693], [-2.6172, 3.8754, -2.9020], [-3.5517, 2.4053, -2.7368], [-2.1786, 2.4471, -3.8166], [0.5965, 3.6947, -1.1562], [0.5908, 2.9750, -2.7585], [1.0880, 2.0073, -1.3528], [-1.0385, -0.0667, -2.3579], [-2.5783, -0.0205, -1.4909], [-3.0503, 0.3206, 0.8756], [-2.1381, -0.0230, 2.3299], [-4.2823, -2.1203, -0.8355], [-4.0106, -3.7673, -0.2975], [-2.6577, -2.7919, -0.8581], [-5.6049, -1.3396, 1.9167], [-4.7668, -1.6555, 3.4197], [-5.3886, -2.9857, 2.4687], [-1.1410, -3.3830, 1.8327], [-2.4998, -4.3139, 2.4531], [-1.8630, -2.9626, 3.3753], [2.1461, 3.1424, 1.9664], [1.3033, 1.9277, 1.6149], [0.2927, 1.6939, 2.2652], [1.6002, 3.8161, 2.6313], [2.4657, 3.6672, 1.0687], [3.0561, 2.7922, 2.4528]], "atomic_forces_ev_per_a": [[0.7267, -0.9300, -0.1013], [0.5559, -0.0744, -0.2005], [-0.0773, -1.0463, -0.1517], [0.1788, 1.0202, 0.0186], [0.0323, -0.1570, -0.0371], [-0.2030, 0.1081, 0.0170], [-0.0698, 0.2104, 0.0463], [-0.0724, -0.1166, -0.0632], [0.2383, 0.5402, 0.2225], [-0.3552, -0.0666, 0.1227], [0.1421, -0.2077, -0.0304], [0.4593, -0.2640, -0.1017], [-0.8486, 0.1782, -0.0047], [-0.0381, -0.0297, 0.0192], [0.0349, 0.0001, 0.0081], [-0.0091, 0.0951, 0.0633], [0.2769, -0.4286, -0.5610], [-0.3398, 0.2603, -0.2426], [0.4515, -0.1726, 0.5472], [-0.3710, -0.5151, 0.1248], [0.4165, 0.3854, 0.3478], [-0.9095, 0.3100, 0.1144], [0.1489, -0.5908, -0.0126], [-0.2050, -0.2375, -0.0128], [0.2078, 0.2722, 0.5883], [0.6342, -0.0348, -0.3271], [-0.3573, 0.4688, -0.3418], [0.0779, 0.2149, -0.1092], [0.1293, -0.0689, 0.1921], [-0.2432, -0.0865, -0.0420], [0.0291, 0.2966, 0.0182], [-0.1996, -0.1056, 0.1083], [0.1556, -0.1030, -0.1937], [0.0086, 0.1716, 0.1454], [-0.0447, -0.0291, -0.2043], [-0.3546, 0.5083, -0.3433], [0.0618, -0.0513, -0.1558], [-0.1443, -0.0518, 0.0199], [-0.0382, 0.1436, -0.1567], [0.0935, 0.0634, 0.2282], [-0.1468, 0.1655, -0.0626], [-0.0687, -0.1698, 0.1075], [0.0964, -0.0399, -0.0759], [-0.1328, 0.1936, -0.1696], [0.0863, 0.1102, 0.2636], [-0.0788, -0.2891, -0.0185], [0.1358, -0.0558, -0.0954], [-0.1315, -0.1593, -0.0404], [0.0150, 0.1135, 0.2126], [-0.1094, 0.0105, -0.0111], [-0.5408, 0.1764, 0.7843], [0.6346, 0.2168, -0.3261], [-0.0861, -0.1130, -0.0028], [0.0750, -0.0245, -0.0736], [0.0725, -0.0145, -0.0509]]}



[3]
{"formula": "C17H28O", "method": "wB97M-V/def2-TZVPD", "e_lumo_ev": 1.02, "gap_ev": 9.394, "energy_ev": -20130.0899, "relative_energy_kj_mol": 4.6, "species": ["C", "C", "C", "C", "C", "C", "C", "C", "C", "C", "C", "C", "C", "C", "C", "C", "C", "O", "H", "H", "H", "H", "H", "H", "H", "H", "H", "H", "H", "H", "H", "H", "H", "H", "H", "H", "H", "H", "H", "H", "H", "H", "H", "H", "H", "H"], "xyz": [[1.9918, -6.4618, -0.9867], [1.5006, -6.0267, 0.1583], [2.3237, -5.5310, 1.3036], [1.9387, -4.1029, 1.7031], [2.1687, -3.1146, 0.5633], [1.8040, -1.6850, 0.9559], [1.8159, -0.7469, -0.2483], [1.4703, 0.6890, 0.1379], [1.2795, 1.6093, -1.0690], [0.0524, 1.2945, -1.9294], [-1.2906, 1.4051, -1.2054], [-1.6347, 2.8338, -0.7916], [-3.0054, 2.9056, -0.1228], [-3.3825, 4.2950, 0.2701], [-2.8846, 5.5164, -0.0742], [-3.6717, 6.4773, 0.6101], [-4.5885, 5.7702, 1.3188], [-4.4216, 4.4492, 1.1213], [1.3606, -6.8111, -1.7860], [3.0532, -6.4898, -1.1725], [0.4298, -6.0058, 0.3187], [3.3829, -5.5657, 1.0405], [2.1657, -6.1895, 2.1632], [0.8846, -4.0812, 1.9906], [2.5264, -3.8011, 2.5728], [1.5653, -3.4193, -0.2949], [3.2164, -3.1521, 0.2565], [0.8049, -1.6788, 1.3998], [2.5020, -1.3228, 1.7143], [1.0934, -1.1174, -0.9775], [2.8013, -0.7688, -0.7193], [2.2765, 1.0909, 0.7572], [0.5663, 0.6909, 0.7489], [1.2121, 2.6407, -0.7175], [2.1664, 1.5410, -1.7045], [0.1468, 0.2847, -2.3330], [0.0468, 1.9809, -2.7797], [-2.0705, 1.0372, -1.8774], [-1.2926, 0.7597, -0.3262], [-1.6315, 3.4714, -1.6773], [-0.8832, 3.2149, -0.0993], [-3.7654, 2.5081, -0.8043], [-3.0178, 2.2767, 0.7721], [-2.0622, 5.7175, -0.7290], [-3.5635, 7.5419, 0.5733], [-5.3804, 6.0707, 1.9754]], "atomic_forces_ev_per_a": [[-0.0620, -0.0771, -0.1772], [0.1416, -0.0152, 0.2025], [-0.1255, 0.0971, 0.1668], [0.2351, -0.0655, -0.2988], [-0.2340, 0.1275, 0.4336], [0.1199, -0.1524, -0.4453], [-0.1579, 0.1401, 0.4394], [0.1312, -0.0005, -0.3285], [-0.1153, -0.0429, 0.0656], [0.0040, -0.0366, 0.1610], [0.1591, 0.2231, -0.2019], [-0.2212, -0.2883, 0.1257], [-0.0517, 0.1869, 0.0773], [0.5773, 0.1486, -0.4469], [-0.0737, -0.5732, 0.0585], [-0.4619, -0.1170, 0.3535], [0.1908, 0.8253, -0.1273], [-0.1327, -0.4407, 0.0647], [-0.1783, -0.0577, -0.1237], [0.2424, 0.0244, 0.0240], [-0.1896, -0.0317, -0.0614], [0.0399, -0.0566, 0.0212], [0.0862, -0.0330, 0.0011], [-0.0414, 0.0284, 0.0809], [-0.0499, 0.0148, 0.0758], [0.0538, 0.0169, -0.0746], [0.0593, -0.0363, -0.1029], [-0.0315, 0.0317, 0.0770], [-0.0139, 0.0376, 0.1005], [0.0139, -0.0533, -0.0955], [0.0326, -0.0164, -0.1105], [-0.0443, -0.0046, 0.0879], [-0.0314, 0.0138, 0.1227], [0.0828, 0.0683, -0.0451], [0.0553, 0.0910, 0.0116], [0.0115, 0.0077, -0.1065], [-0.0128, -0.0429, -0.0939], [-0.0572, -0.0492, 0.0580], [-0.0869, -0.0897, 0.0567], [0.0751, 0.0849, -0.0418], [0.0479, 0.0984, -0.0081], [0.0052, -0.0574, 0.0493], [-0.0181, -0.0437, -0.0332], [0.1939, -0.0558, -0.1501], [-0.0436, 0.2256, 0.0518], [-0.1241, -0.0542, 0.1063]]}



[4]
{"formula": "C17H29BCrNO4P2", "method": "wB97M-V/def2-TZVPD", "e_lumo_ev": [-0.35, -0.50], "gap_ev": [5.308, 5.151], "energy_ev": -75453.5976, "s_squared": 3.78, "spin_multiplicity": 4, "relative_energy_kj_mol": 0.0, "species": ["C", "C", "N", "C", "C", "C", "C", "P", "Cr", "P", "C", "O", "O", "H", "H", "H", "C", "C", "H", "H", "H", "H", "C", "C", "H", "H", "H", "H", "H", "H", "H", "H", "H", "H", "H", "H", "H", "H", "H", "H", "H", "H", "O", "B", "O", "C", "C", "C", "C", "C", "C", "H", "H", "H", "H"], "xyz": [[0.9215, -1.2984, -4.2100], [0.9399, -1.3575, -2.8244], [-0.1886, -1.6230, -2.1285], [-1.3882, -1.6329, -2.7566], [-1.4537, -1.6071, -4.1390], [-0.2872, -1.4472, -4.8822], [2.2319, -1.1945, -2.0511], [1.9849, -0.7991, -0.2721], [-0.1234, -1.8449, -0.0707], [-2.3483, -0.9183, -0.2436], [-2.6270, -1.6873, -1.8862], [2.6500, 4.1360, -4.4282], [-0.2161, 2.0772, -1.8693], [1.8603, -1.1277, -4.7363], [-2.4330, -1.6930, -4.6059], [-0.3278, -1.4105, -5.9672], [3.3853, -1.5620, 0.5584], [2.1178, 0.9850, -0.1341], [-3.4585, -1.1417, -2.3515], [-2.9502, -2.7283, -1.7179], [2.8220, -0.4575, -2.4600], [2.8285, -2.1240, -2.0684], [-3.6059, -1.5543, 0.8690], [-2.6954, 0.8123, -0.5678], [-1.0785, 2.6817, 1.8266], [-0.2329, 3.0530, -1.8186], [3.5732, 4.1964, -4.3808], [2.4553, 4.0664, -5.3784], [-0.3881, 0.9213, 1.0188], [-0.0061, 1.8973, -2.8697], [4.2123, -0.8444, 0.6442], [3.0569, -1.8742, 1.5584], [3.6985, -2.4499, -0.0072], [3.1469, 1.2692, -0.3989], [1.3773, 1.4743, -0.7967], [1.8893, 1.2753, 0.9027], [-3.7228, 0.8708, -0.9537], [-2.6094, 1.3457, 0.3843], [-1.9625, 1.2604, -1.2620], [-4.6078, -1.2336, 0.5548], [-3.5495, -2.6501, 0.8961], [-3.3728, -1.1611, 1.8673], [-1.5057, 0.7391, 2.9626], [-0.5941, 1.5726, 2.0668], [0.7378, 1.6838, 2.8021], [0.5474, 1.0401, 3.9539], [1.4174, 0.9768, 5.0464], [0.9679, 0.3720, 6.2155], [-0.3127, -0.1863, 6.3009], [-1.1974, -0.1342, 5.2286], [-0.7747, 0.4826, 4.0486], [2.4065, 1.4181, 4.9523], [1.6325, 0.3404, 7.0789], [-0.6363, -0.6695, 7.2230], [-2.2066, -0.5353, 5.2770]], "atomic_forces_ev_per_a": [[0.0406, 0.2390, -0.2388], [-0.0676, -0.5281, 0.1912], [-0.0297, 0.6728, 0.0203], [0.3283, -0.2770, 0.2345], [-0.2174, 0.1969, -0.2641], [-0.0278, -0.0339, 0.2314], [-0.7250, -1.6775, 0.8556], [-1.5560, -1.1231, 0.2060], [-0.1888, 1.2125, 0.4441], [1.6713, -0.9121, 0.3199], [-0.6904, -0.1586, -0.2213], [-2.1991, -0.2655, -0.7214], [0.5800, 0.2100, -3.2773], [-0.3003, -0.0255, 0.0336], [0.2699, 0.0934, -0.0435], [0.0212, -0.0462, 0.1531], [0.7946, 0.2019, 0.2258], [0.3080, 0.3718, -0.0170], [0.1057, -0.3489, -0.3679], [0.1177, 0.2594, -0.1272], [1.3832, 1.7094, -1.4161], [-0.3515, 0.2010, -0.1442], [-0.8303, 0.1498, -0.0916], [-0.3134, 0.2585, 0.1179], [0.0630, -0.2032, 0.0268], [0.0272, -0.5605, 0.0550], [2.0885, 0.1622, 0.1882], [0.0769, 0.0773, 0.5351], [-0.1035, 0.1379, 0.0841], [-0.5521, 0.5845, 2.8007], [0.0698, -0.3694, 0.0590], [0.2329, 0.1586, -0.2677], [0.0036, 0.2155, 0.2435], [-0.2145, 0.1603, 0.0372], [0.5082, -0.3919, 0.4385], [0.1145, -0.0643, -0.2563], [0.1668, 0.2230, 0.0243], [-0.0833, 0.0300, -0.1687], [-0.4382, -0.4159, 0.3638], [0.0054, -0.1617, 0.2840], [-0.0119, 0.2819, -0.0142], [-0.0982, -0.0373, -0.2258], [0.3044, 0.2279, -0.3843], [0.0976, -0.1934, -0.7363], [-0.4918, -0.0736, -0.2844], [-0.7605, -0.4920, 1.2654], [-0.3874, 0.1397, -1.0616], [-0.3408, -0.4764, 0.4947], [0.5797, 0.0253, 0.4484], [0.0680, 0.2648, -1.0686], [0.9957, 0.2605, 1.0690], [-0.1240, -0.0249, 0.1447], [-0.1871, -0.0670, -0.1585], [0.1412, 0.1588, -0.1537], [0.1268, 0.0433, 0.1150]]}